# 1
ORCA calculation (wB97M-V/def2-TZVPD) on a 12-piece molecular cluster, C29H71BrClN2O15 overall at a distorted geometry.

Element x y z (Å)
C  3.0726  1.1174  2.4034
C  3.7985  1.1765  0.9743
C  2.7229  1.5457  -0.1955
Cl  3.5268  1.7655  -1.8573
N  1.4987  0.7385  -0.2024
C  0.3915  1.6146  -0.6603
C  -1.1011  1.0206  -0.3794
C  -2.1755  2.1979  -0.1482
N  -3.5935  1.7337  -0.1714
C  -4.0231  1.1373  1.1244
C  -5.1405  0.0200  0.7497
C  -5.0143  -1.4468  1.2247
C  -6.1024  -2.4618  0.7842
C  -7.2994  -2.0570  -0.1214
C  -7.4333  -0.5824  -0.5710
C  -6.3508  0.4556  -0.1378
O  -6.5459  1.8005  -0.6035
C  1.5499  -0.5899  -0.8025
O  0.6759  -1.4715  -0.0017
C  0.9267  -0.7084  -2.3192
O  -0.1089  -1.4492  -2.5149
O  1.4767  -0.0928  -3.4236
C  2.9323  -1.3982  -0.8410
Br  2.9092  -2.8720  -2.2122
C  3.1329  -2.1367  0.6006
C  4.6862  -2.4873  0.9057
H  2.1089  0.5071  2.2988
H  3.7298  0.5670  3.1550
H  2.7822  2.1740  2.7288
H  4.5158  2.0852  1.0141
H  4.4493  0.2782  0.7208
H  2.4605  2.6372  0.0873
H  0.4507  1.9085  -1.7806
H  0.3424  2.6360  -0.1137
H  -1.4190  0.2377  -1.1439
H  -1.0049  0.4840  0.6441
H  -1.9504  2.8311  0.7891
H  -2.0509  2.9171  -1.0458
H  -4.1581  2.5730  -0.4023
H  -4.5225  1.8835  1.8417
H  -3.1654  0.6264  1.6839
H  -4.1513  -1.8105  1.8668
H  -6.0128  -3.5528  1.1012
H  -8.0942  -2.8016  -0.4722
H  -8.3048  -0.2807  -1.2463
H  -7.1101  2.2817  0.0471
H  0.5842  -0.9816  0.8442
H  3.8819  -0.8135  -1.0232
H  2.5734  -3.1368  0.5716
H  2.7841  -1.4703  1.4750
H  5.3919  -2.2792  0.0370
H  4.7303  -3.5985  1.1997
H  5.0021  -1.9124  1.8582
C  3.7774  -4.2885  -5.8529
O  2.6441  -4.7863  -5.1620
H  4.4067  -5.1292  -6.1504
H  3.4546  -3.7450  -6.7446
H  4.3459  -3.6256  -5.1957
H  2.1055  -4.0223  -4.9104
C  1.3369  1.6872  -6.5962
O  2.5472  1.8922  -5.8889
H  1.3227  2.3443  -7.4678
H  1.2742  0.6471  -6.9265
H  0.4877  1.9244  -5.9506
H  2.5324  1.2971  -5.1211
C  -6.6250  5.2322  -2.4614
O  -5.7150  4.3486  -1.8230
H  -6.0792  6.1109  -2.8073
H  -7.0843  4.7324  -3.3177
H  -7.3973  5.5427  -1.7524
H  -6.2222  3.5803  -1.5263
C  6.4861  -7.6884  -6.5473
O  5.3515  -8.1849  -5.8560
H  7.1138  -8.5293  -6.8441
H  6.1635  -7.1450  -7.4393
H  7.0553  -7.0258  -5.8902
H  4.8146  -7.4214  -5.6051
C  0.8354  1.3467  5.6561
O  0.6525  0.2421  4.7812
H  1.3220  2.1523  5.1091
H  -0.1357  1.6923  6.0202
H  1.4659  1.0491  6.4983
H  0.2206  -0.4560  5.2892
C  -3.4563  7.2737  -0.6492
O  -3.1722  5.9958  -1.1924
H  -2.5158  7.7746  -0.4173
H  -4.0125  7.8698  -1.3783
H  -4.0424  7.1635  0.2675
H  -4.0203  5.5738  -1.3888
C  0.4188  5.2558  6.6007
O  1.3536  4.2060  6.4009
H  -0.5889  4.8417  6.5595
H  0.5815  5.7136  7.5799
H  0.5332  6.0064  5.8146
H  2.2352  4.5977  6.4417
C  8.3059  -2.3580  2.4439
O  7.5957  -1.7866  1.3557
H  7.9103  -3.3547  2.6381
H  9.3679  -2.4327  2.1922
H  8.1751  -1.7379  3.3338
H  7.9639  -0.9068  1.2051
C  -4.8659  -1.3496  -3.8391
O  -6.2505  -1.0655  -3.9997
H  -4.3577  -1.1702  -4.7866
H  -4.4416  -0.6965  -3.0727
H  -4.7347  -2.3956  -3.5514
H  -6.6756  -1.2324  -3.1473
C  -8.1401  -0.4654  3.8638
O  -6.8036  -0.0405  4.0759
H  -8.7410  -0.1817  4.7287
H  -8.5433  0.0172  2.9695
H  -8.1677  -1.5517  3.7453
H  -6.2941  -0.3042  3.2956
C  7.0502  -4.1246  5.8387
O  6.4885  -3.1845  4.9364
H  8.1323  -4.1379  5.7041
H  6.8177  -3.8343  6.8667
H  6.6484  -5.1200  5.6325
H  5.5328  -3.1920  5.0749

Highest occupied orbital energy, eV: -4.267
Electronic energy, hartree: -5419.485870
Total charge: -1
E_LUMO, Ha: 0.061
M, g mol⁻¹: 803.243

---

# 2
ORCA calculation (wB97M-V/def2-TZVPD) on a 2-piece molecular cluster, C6H8INOS overall at a distorted geometry.

Element x y z (Å)
C  -2.1322  2.9337  0.3875
C  0.4813  0.1169  0.7039
C  -0.9660  0.4275  0.3668
C  -2.5268  1.3924  -1.3379
C  1.2669  0.1508  -0.5848
C  -1.2231  0.8541  -0.8714
N  -2.7136  2.6138  -0.6215
O  -1.7554  3.5944  1.2397
S  0.2002  1.0920  -1.8212
I  -0.9610  -3.8369  -0.1664
H  0.6264  0.9554  1.2816
H  0.4838  -0.9016  1.1898
H  0.0964  -4.8570  -0.7154
H  -1.6906  0.6122  1.1639
H  -2.5094  1.5332  -2.4756
H  -3.3602  0.7057  -1.1824
H  2.2524  0.8172  -0.4467
H  1.3748  -0.8613  -0.9146

SMILES: O=C=NCC1=CCCS1.I
Highest occupied orbital energy, eV: -8.090
Electronic energy, hartree: -1059.239248
Total charge: 0
Relative energy (zero: lowest compared OMol25 entry of this formula, charge and spin), kcal per mole: 1.22
E_LUMO, Ha: 0.015
M, g mol⁻¹: 269.107

---

# 3
ORCA calculation (wB97M-V/def2-TZVPD) on a 2-piece molecular cluster, C8H15NO5 overall at a distorted geometry.

Element x y z (Å)
C  0.6988  -1.2729  0.9331
C  0.0913  -0.4401  -2.3784
C  -0.7371  -2.8062  -2.2489
C  -0.8563  3.6384  1.9063
C  0.9198  -1.9204  -0.4313
C  1.1245  0.0107  1.0516
C  -0.2482  -1.6147  -1.4013
C  -0.6496  1.9435  0.1950
N  1.0180  0.7391  2.2430
O  1.6290  1.7910  2.2110
O  0.2138  -1.9994  1.9158
O  0.4434  0.2784  3.2133
O  0.1350  2.5353  -0.5054
O  -1.1477  2.3201  1.3540
H  -0.8275  0.0887  -2.5747
H  0.6898  -0.8181  -3.2532
H  0.6695  0.3201  -1.9851
H  -1.4572  -3.4141  -1.8215
H  -1.3058  -2.3294  -3.0569
H  0.0586  -3.4196  -2.5379
H  -1.7885  4.3467  1.7310
H  0.0227  4.0262  1.5081
H  -0.7572  3.5927  3.0130
H  1.8603  -1.4915  -0.8027
H  0.9618  -3.0455  -0.4154
H  1.6336  0.5736  0.3415
H  -1.2079  -1.2877  -0.8308
H  -1.3773  1.1162  -0.0440
H  0.1904  -1.4610  2.6709

SMILES: CC(C)C/C(O)=C/[N+](=O)[O-].COC=O
Highest occupied orbital energy, eV: -9.847
Electronic energy, hartree: -744.628176
Total charge: 0
Relative energy (zero: lowest compared OMol25 entry of this formula, charge and spin), kcal per mole: 83.34
E_LUMO, Ha: -0.005
M, g mol⁻¹: 205.210

---

# 4
ORCA calculation (wB97M-V/def2-TZVPD) on the molecule C4H6S3 at a distorted geometry.

Element x y z (Å)
C  -1.0141  -0.0977  0.5838
C  -0.8218  0.6409  -0.7953
C  0.6624  0.8087  -0.4481
C  0.5194  -0.1736  0.6975
H  -0.9651  -2.3110  1.4905
H  -1.3202  0.4916  1.4086
H  -0.9113  0.0150  -1.6936
H  -1.3792  1.5452  -0.9274
H  0.9481  1.8022  0.0047
H  2.6574  -0.2378  -0.7545
S  -1.7714  -1.7339  0.5849
S  1.8572  0.3072  -1.7555
S  1.5387  -1.0569  1.6043

SMILES: S=C1[C@H](S)C[C@@H]1S
Highest occupied orbital energy, eV: -8.912
Electronic energy, hartree: -1350.516427
Total charge: 0
Relative energy (zero: lowest compared OMol25 entry of this formula, charge and spin), kcal per mole: 19.25
E_LUMO, Ha: -0.026
M, g mol⁻¹: 150.293

---

# 5
ORCA calculation (wB97M-V/def2-TZVPD) on C26H18MnNO5P as an isolated structure at a distorted geometry.

Element x y z (Å)
Mn  -1.1182  1.1185  -0.6811
O  0.0112  1.6158  -2.3665
C  0.9872  2.3810  -2.3581
C  1.4625  3.1925  -1.2791
C  2.6249  3.9394  -1.5439
C  3.1559  4.7415  -0.5793
C  2.5536  4.8522  0.6874
C  1.4266  4.1436  0.9700
C  0.8281  3.2697  0.0102
O  -0.2146  2.6071  0.3281
N  4.3714  5.5018  -0.8635
O  4.8695  5.3848  -1.9679
O  4.8152  6.2077  0.0216
H  1.5720  2.4522  -3.2865
H  3.1082  3.8805  -2.5102
H  3.0027  5.5047  1.4227
H  0.9483  4.2138  1.9372
O  -3.9280  1.6096  -0.0760
C  -3.0018  0.8521  0.1656
C  -3.2121  -0.2730  1.1971
C  -4.3384  -0.3059  2.0082
C  -4.5143  -1.3049  2.9492
C  -3.5710  -2.3172  3.0802
C  -2.4454  -2.3202  2.2747
C  -2.2562  -1.3041  1.3347
P  -0.8918  -1.3256  0.1551
C  0.8471  -1.1067  0.5879
C  1.8292  -1.5884  -0.2905
C  3.1574  -1.2487  -0.0873
C  3.5330  -0.4355  0.9729
C  2.5615  0.0384  1.8417
C  1.2293  -0.2973  1.6586
C  -1.1679  -2.7227  -0.9623
C  -2.2093  -2.5972  -1.8786
C  -2.5223  -3.6439  -2.7304
C  -1.7928  -4.8245  -2.6804
C  -0.7534  -4.9571  -1.7702
C  -0.4458  -3.9138  -0.9105
H  -5.0676  0.4863  1.8802
H  -5.3896  -1.3009  3.5866
H  -3.7151  -3.1050  3.8084
H  -1.7203  -3.1213  2.3573
H  1.5569  -2.1962  -1.1430
H  3.9060  -1.6234  -0.7744
H  4.5723  -0.1746  1.1190
H  2.8378  0.6775  2.6704
H  0.4808  0.0900  2.3403
H  -2.7788  -1.6753  -1.9183
H  -3.3323  -3.5346  -3.4392
H  -2.0351  -5.6403  -3.3486
H  -0.1879  -5.8785  -1.7227
H  0.3613  -4.0238  -0.1965

Highest occupied orbital energy (spin up / spin down), eV: -6.529 / -7.535
Electronic energy, hartree: -2924.798314
Total charge: 0
2S+1: 6
E_LUMO (spin up / spin down), Ha: -0.017 / -0.023
M, g mol⁻¹: 510.344